This record from the OMol25 dataset describes a structure of composition C23H54Cl3F6N10O20S6Ti in a non-equilibrium geometry. The level of theory is ωB97M-V/def2-TZVPD.

Results
Net charge ... +1
Highest occupied orbital energy ... -10.52 eV
Total energy ... -8179.02749 hartree
F_max ... 0.2166 Eh/bohr
Lowest unoccupied orbital energy ... -7.6 eV

Structure (XYZ):
```
123
C23H54Cl3F6N10O20S6Ti ωB97M-V/def2-TZVPD
Ti -15.068 -16.652 6.731
N -13.537 -15.584 7.384
S -12.540 -15.364 8.607
O -12.787 -14.180 9.410
O -11.164 -15.847 8.538
F -13.133 -16.493 9.545
S -12.467 -14.437 6.580
O -11.213 -14.930 5.947
O -12.582 -13.044 6.995
F -13.442 -14.246 5.251
N -15.927 -15.308 5.627
S -16.544 -14.879 4.186
O -15.700 -14.013 3.381
O -17.991 -14.754 4.101
F -16.365 -16.286 3.434
S -16.519 -13.693 6.221
O -17.914 -13.566 6.667
O -15.839 -12.517 5.762
F -15.791 -13.867 7.633
N -16.380 -16.558 8.188
S -17.936 -16.470 8.403
O -18.525 -15.223 8.847
O -18.545 -17.752 8.594
F -18.222 -16.406 6.787
S -16.268 -16.635 10.029
O -17.246 -17.202 10.928
O -15.550 -15.495 10.563
F -15.176 -17.847 10.026
C -20.582 -12.778 4.437
Cl -21.495 -12.032 5.731
Cl -19.524 -11.630 3.580
Cl -21.667 -13.691 3.348
H -19.973 -13.515 4.960
C -13.354 -18.772 3.458
C -13.242 -17.363 4.000
O -13.921 -17.057 4.959
N -12.450 -16.433 3.405
C -11.442 -16.617 2.333
H -14.338 -19.238 3.428
H -12.736 -19.312 4.175
H -12.996 -18.906 2.437
H -12.630 -15.470 3.649
H -12.042 -16.521 1.428
H -11.044 -17.627 2.236
H -10.653 -15.865 2.320
C -18.354 -9.594 6.559
C -17.605 -9.543 7.884
O -18.191 -9.644 8.990
N -16.270 -9.345 7.878
C -15.452 -9.156 6.733
H -19.434 -9.655 6.694
H -18.101 -10.472 5.964
H -18.187 -8.694 5.967
H -15.864 -9.179 8.788
H -15.917 -9.624 5.866
H -14.490 -9.668 6.695
H -15.324 -8.102 6.484
C -12.397 -10.475 9.115
C -13.811 -10.537 9.754
O -14.387 -9.502 10.067
N -14.430 -11.711 9.756
C -15.796 -11.935 10.187
H -11.943 -9.487 9.195
H -12.457 -10.780 8.071
H -11.719 -11.198 9.570
H -13.892 -12.509 9.452
H -16.225 -12.849 9.774
H -16.566 -11.197 9.961
H -15.762 -12.104 11.263
C -17.318 -19.214 0.908
C -16.649 -20.443 1.468
O -17.211 -21.161 2.272
N -15.337 -20.648 1.114
C -14.431 -21.648 1.640
H -17.447 -18.365 1.580
H -18.355 -19.544 0.849
H -16.862 -18.885 -0.026
H -15.057 -20.034 0.362
H -14.908 -22.291 2.379
H -13.637 -21.116 2.164
H -13.984 -22.261 0.858
C -19.989 -15.723 0.845
C -18.653 -14.934 0.867
O -17.594 -15.467 1.047
N -18.729 -13.626 0.567
C -17.672 -12.649 0.494
H -20.777 -15.152 0.354
H -20.333 -15.757 1.879
H -19.927 -16.672 0.314
H -19.686 -13.313 0.490
H -17.573 -12.140 -0.466
H -16.690 -13.047 0.745
H -17.901 -11.858 1.208
C -10.192 -11.792 3.942
C -11.441 -12.460 3.452
O -11.409 -13.682 3.280
N -12.621 -11.849 3.344
C -12.910 -10.521 3.616
H -10.195 -10.736 3.674
H -9.303 -12.286 3.551
H -10.166 -11.887 5.027
H -13.426 -12.410 3.105
H -12.296 -9.825 3.045
H -12.682 -10.332 4.665
H -13.981 -10.316 3.580
C -18.567 -18.740 4.816
C -17.131 -18.852 5.371
O -16.374 -17.958 5.575
N -16.661 -19.996 5.763
C -17.407 -21.270 5.639
H -18.711 -17.807 4.271
H -19.258 -18.760 5.659
H -18.748 -19.556 4.117
H -15.698 -20.125 6.037
H -16.612 -22.016 5.650
H -17.908 -21.403 4.680
H -17.985 -21.481 6.539
C -14.724 -15.409 -0.661
O -15.029 -16.378 0.295
H -14.829 -14.429 -0.195
H -13.680 -15.460 -0.970
H -15.354 -15.576 -1.535
H -15.863 -16.118 0.692
```